# 1
Here is a cluster of 2 separate species, C3H3NOS in total at a distorted geometry from OMol25. Energies are from ωB97M-V/def2-TZVPD.

HOMO energy: -9.12 eV
Electronic energy: -17529.33589 eV
SMILES: O=C=NS.C#C
LUMO level: 0.616 eV
Energy above the lowest of the compared OMol25 structures with the same formula, charge and spin: 251.3 kJ/mol

Structure (ORCA input):
```
! RIJCOSX wB97M-V def2-TZVPD def2/J DEFGRID3
* xyz 0 1
C -0.161 -0.769 1.382
C 1.469 0.135 -1.229
C 0.642 -0.601 -1.676
S -2.114 1.107 1.340
H -0.088 -1.250 -2.053
H -1.810 1.999 0.382
H 2.219 0.778 -0.879
O 0.508 -1.702 1.520
N -0.665 0.302 1.212
*
```

Results of the natural (NBO) charge analysis, in e, for atoms 1 through 4: number 1, C, carries 0.863; number 2, C, carries -0.227; number 3, C, carries -0.233; number 4, S, carries 0.249

=====

# 2
Here is the molecule C3H3NOS at a distorted geometry from OMol25. Energies are from ωB97M-V/def2-TZVPD.

HOMO energy (spin up / spin down): -9.52 / -7.90 eV
Electronic energy: -17528.05964 eV
LUMO level (spin up / spin down): -0.656 / -2.042 eV
Energy above the lowest of the compared OMol25 structures with the same formula, charge and spin: 374.4 kJ/mol

Structure (ORCA input):
```
! RIJCOSX wB97M-V def2-TZVPD def2/J DEFGRID3
* xyz 0 1
O 0.058 -2.421 -1.485
H -1.928 -1.058 0.612
H 0.091 2.110 0.272
C -0.357 -1.670 -0.696
N -0.558 0.374 0.678
S 1.674 0.897 -1.078
H 1.347 1.361 1.198
C -0.861 -0.777 0.191
C 0.534 1.184 0.308
*
```

Results of the natural (NBO) charge analysis, in e, for atoms 1 through 4: number 1, O, carries -0.388; number 2, H, carries 0.255; number 3, H, carries 0.239; number 4, C, carries 0.694

=====

# 3
Here is a cluster of 2 separate species, C3H3NOS in total at a distorted geometry from OMol25. Energies are from ωB97M-V/def2-TZVPD.

HOMO energy: -9.64 eV
Electronic energy: -17528.49401 eV
LUMO level: -1.200 eV
Energy above the lowest of the compared OMol25 structures with the same formula, charge and spin: 332.5 kJ/mol

Structure (ORCA input):
```
! RIJCOSX wB97M-V def2-TZVPD def2/J DEFGRID3
* xyz 0 1
S 1.295 0.123 -1.265
H 1.731 -0.886 -0.550
H -1.280 -1.203 0.758
C 0.023 0.367 -0.173
O 0.576 -1.795 0.645
N -1.744 2.067 -0.837
C -0.991 1.277 -0.505
C -0.228 -0.925 0.564
H 0.620 0.975 1.363
*
```

Results of the natural (NBO) charge analysis, in e, for atoms 1 through 4: number 1, S, carries 0.131; number 2, H, carries 0.165; number 3, H, carries 0.156; number 4, C, carries -0.472

=====

# 4
Here is the molecule C3H3NOS at a distorted geometry from OMol25. Energies are from ωB97M-V/def2-TZVPD.

HOMO energy: -9.17 eV
Electronic energy: -17530.99953 eV
SMILES: O=C1CC=NS1
LUMO level: 0.290 eV
Energy above the lowest of the compared OMol25 structures with the same formula, charge and spin: 90.8 kJ/mol

Structure (ORCA input):
```
! RIJCOSX wB97M-V def2-TZVPD def2/J DEFGRID3
* xyz 0 1
H 0.761 0.925 0.960
H -1.695 1.272 0.005
C -1.154 0.395 -0.072
O 2.171 -0.970 0.061
C 0.346 0.654 -0.043
C 1.036 -0.721 -0.111
H 0.648 1.244 -0.858
N -1.672 -0.823 0.116
S -0.441 -1.976 -0.059
*
```

Results of the natural (NBO) charge analysis, in e, for atoms 1 through 4: number 1, H, carries 0.278; number 2, H, carries 0.185; number 3, C, carries 0.089; number 4, O, carries -0.508

=====

# 5
Here is the molecule C3H3NOS at a distorted geometry from OMol25. Energies are from ωB97M-V/def2-TZVPD.

HOMO energy: -8.99 eV
Electronic energy: -17531.36493 eV
SMILES: Sc1ncco1
LUMO level: 0.708 eV
Energy above the lowest of the compared OMol25 structures with the same formula, charge and spin: 55.5 kJ/mol

Structure (ORCA input):
```
! RIJCOSX wB97M-V def2-TZVPD def2/J DEFGRID3
* xyz 0 1
H 1.441 -1.765 0.637
N -0.196 0.420 -1.122
O -0.027 -0.284 0.938
C -0.585 0.610 0.076
S -1.751 1.857 0.600
C 0.827 -0.507 -1.056
H -1.807 1.495 1.840
C 0.842 -1.006 0.152
H 1.256 -0.820 -2.064
*
```

Results of the natural (NBO) charge analysis, in e, for atoms 1 through 4: number 1, H, carries 0.216; number 2, N, carries -0.490; number 3, O, carries -0.431; number 4, C, carries 0.355

=====

# 6
Here is the molecule C3H3NOS2 at a distorted geometry from OMol25. Energies are from ωB97M-V/def2-TZVPD.

HOMO energy: -8.45 eV
Electronic energy: -28365.32347 eV
SMILES: Sc1cnc(S)o1
LUMO level: -0.236 eV
Energy above the lowest of the compared OMol25 structures with the same formula, charge and spin: 242.2 kJ/mol

Structure (ORCA input):
```
! RIJCOSX wB97M-V def2-TZVPD def2/J DEFGRID3
* xyz 0 1
C 0.569 1.424 -0.088
C -1.168 0.181 0.149
S -2.820 -0.476 -0.137
C 0.910 0.089 0.008
N -0.851 1.401 0.022
S 2.556 -0.507 -0.154
H 1.201 2.259 -0.288
H -2.427 -1.715 -0.300
H 2.261 -1.910 0.758
O -0.231 -0.745 0.029
*
```

Results of the natural (NBO) charge analysis, in e, for atoms 1 through 4: number 1, C, carries -0.117; number 2, C, carries 0.374; number 3, S, carries 0.032; number 4, C, carries 0.045

=====

# 7
Here is the molecule C3H3NOS2 at a distorted geometry from OMol25. Energies are from ωB97M-V/def2-TZVPD.

HOMO energy (spin up / spin down): -6.87 / -9.42 eV
Electronic energy: -28364.03772 eV
LUMO level (spin up / spin down): 0.553 / -2.467 eV
⟨S²⟩: 2.012
Energy above the lowest of the compared OMol25 structures with the same formula, charge and spin: 0.0 kJ/mol

Structure (ORCA input):
```
! RIJCOSX wB97M-V def2-TZVPD def2/J DEFGRID3
* xyz 0 3
S 1.545 0.692 -0.264
S 0.258 -2.044 -0.800
H 2.001 -1.344 0.640
O -2.480 -0.449 0.809
C 0.110 1.439 -0.705
C 1.091 -1.028 0.388
H 0.296 -0.965 1.272
N -1.124 1.059 -0.339
C -1.699 0.225 0.306
H 0.001 2.415 -1.307
*
```

Results of the natural (NBO) charge analysis, in e, for atoms 1 through 4: number 1, S, carries 0.312; number 2, S, carries 0.173; number 3, H, carries 0.215; number 4, O, carries -0.494

=====

# 8
Here is the molecule C3H3NOS3 at a distorted geometry from OMol25. Energies are from ωB97M-V/def2-TZVPD.

HOMO energy: -8.32 eV
Electronic energy: -39201.13417 eV
SMILES: S=c1occ(S)n1S
LUMO level: 0.094 eV
Energy above the lowest of the compared OMol25 structures with the same formula, charge and spin: 126.2 kJ/mol

Structure (ORCA input):
```
! RIJCOSX wB97M-V def2-TZVPD def2/J DEFGRID3
* xyz 0 1
H -1.529 1.926 -0.008
H 1.203 -2.828 0.302
O -0.717 -1.783 -0.030
S -2.721 -0.180 0.008
H 3.257 -1.125 0.156
C 0.718 -1.820 0.036
S 2.755 0.101 -0.022
C 1.107 -0.568 0.009
S -0.133 2.066 0.038
C -1.096 -0.535 -0.021
N 0.004 0.289 -0.103
*
```

Results of the natural (NBO) charge analysis, in e, for atoms 1 through 4: number 1, H, carries 0.189; number 2, H, carries 0.247; number 3, O, carries -0.414; number 4, S, carries -0.207

=====

# 9
Here is the molecule C3H3NS at a distorted geometry from OMol25. Energies are from ωB97M-V/def2-TZVPD.

HOMO energy: -9.33 eV
Electronic energy: -15481.22102 eV
SMILES: C#C/C=N/S
LUMO level: 0.403 eV
Energy above the lowest of the compared OMol25 structures with the same formula, charge and spin: 244.7 kJ/mol

Structure (ORCA input):
```
! RIJCOSX wB97M-V def2-TZVPD def2/J DEFGRID3
* xyz 0 1
C -0.049 -0.981 0.931
C -0.374 0.015 -0.087
H -1.283 -0.225 -0.611
S -0.290 2.055 -1.797
H 0.488 -2.739 2.357
H 0.855 2.705 -1.956
C 0.450 -1.885 1.565
N 0.202 1.056 -0.402
*
```

Results of the natural (NBO) charge analysis, in e, for atoms 1 through 4: number 1, C, carries -0.076; number 2, C, carries 0.029; number 3, H, carries 0.162; number 4, S, carries 0.156

=====

# 10
Here is a cluster of 2 separate species, C3H3NS in total from OMol25. Energies are from ωB97M-V/def2-TZVPD.

HOMO energy: -11.46 eV
Electronic energy: -15482.35597 eV
LUMO level: -0.261 eV
Energy above the lowest of the compared OMol25 structures with the same formula, charge and spin: 135.2 kJ/mol

Structure (ORCA input):
```
! RIJCOSX wB97M-V def2-TZVPD def2/J DEFGRID3
* xyz 0 1
C -2.141 -1.353 -0.195
S -3.490 -0.911 -0.741
N 0.158 1.593 1.668
H 0.415 0.036 -1.023
H 2.058 0.524 -0.549
C 1.121 0.093 -0.197
C 0.578 0.923 0.842
H 1.301 -0.906 0.195
*
```

Results of the natural (NBO) charge analysis, in e, for atoms 1 through 4: number 1, C, carries -0.187; number 2, S, carries 0.188; number 3, N, carries -0.334; number 4, H, carries 0.256

=====

Look up the energy above the lowest of the compared OMol25 structures with the same formula, charge and spin of the fifth one. 55.5 kJ/mol

=====

What is the formula in the sixth record? C3H3NOS2